61
Properties=species:S:1:pos:R:3:forces:R:3 method="wB97M-V/def2-TZVPD" mol_weight_g_mol=606.31 homo_energy_ev="-4.459 / -4.665" s2=6.023 total_charge=-1 spin_multiplicity=5 homo_lumo_gap_ha="0.2511 / 0.2586" total_energy_ha=-3384.91719 de_lowest_kcal_mol=0.0
Cr 0.45515 -0.54329 0.19796 0.162 -0.138 -0.005
N 3.41061 -2.72269 2.76310 0.058 -0.004 -0.030
C 2.68489 -1.94722 1.88116 -0.292 0.153 -0.113
S 0.95426 -2.13741 1.94564 -0.028 -0.024 -0.086
N 3.36672 -1.14298 1.12678 0.347 -0.163 0.142
N 2.60861 -0.33974 0.30106 -0.718 -0.035 -0.018
C 3.29537 0.46046 -0.42628 0.280 -0.099 0.174
C 2.79017 1.46498 -1.32282 -0.210 0.410 -0.357
C 3.73659 2.25979 -1.98987 0.004 -0.114 0.086
C 3.37942 3.28682 -2.83399 0.107 0.095 -0.073
C 2.02206 3.55421 -3.03181 -0.042 -0.106 0.092
C 1.06451 2.79580 -2.39822 -0.006 0.128 -0.137
C 1.40358 1.72871 -1.53476 0.067 -0.259 0.193
O 0.45261 1.06050 -0.96501 0.005 -0.027 -0.024
H 2.94802 -3.57249 3.03798 0.014 0.001 0.030
H 4.38655 -2.81349 2.52499 -0.011 0.006 0.003
H 4.37965 0.39559 -0.32272 -0.005 0.020 -0.011
H 4.78654 2.04570 -1.81531 -0.001 0.020 -0.012
H 4.13695 3.88040 -3.32964 -0.004 -0.011 0.009
H 1.71722 4.36254 -3.68639 0.004 0.004 -0.006
H 0.00856 2.98661 -2.54788 -0.005 -0.006 0.005
C -2.28582 -2.71092 -2.20654 -0.001 0.032 0.051
O -1.21294 -2.04692 -1.54390 -0.088 -0.208 -0.295
C -1.50417 -1.28683 -0.40345 0.317 0.324 0.479
O -2.65306 -1.23021 -0.01726 0.072 0.020 -0.050
H -2.03353 -3.76690 -2.31486 0.035 -0.004 0.005
H -2.42576 -2.27593 -3.19822 0.011 0.020 -0.011
H -3.20591 -2.60828 -1.63387 -0.015 -0.009 -0.001
C 2.00087 0.16158 5.21293 -0.050 0.049 0.055
Si 0.64268 1.43130 5.44422 0.034 0.086 0.059
C 0.66975 2.04861 7.22895 -0.037 -0.049 -0.066
C -1.02373 0.66929 5.05800 0.059 -0.031 0.051
C 0.91971 2.90937 4.30920 -0.025 -0.255 -0.024
Te 1.24355 2.15269 2.30792 -0.111 0.285 0.080
C 0.35192 3.79204 1.23559 -0.082 -0.098 -0.021
Si -1.53206 3.80746 1.15231 0.067 0.053 0.031
C -2.27037 3.94253 2.88022 -0.007 0.015 -0.053
C -2.00768 5.36036 0.18616 0.000 -0.056 0.037
C -2.24040 2.30828 0.31026 -0.027 -0.006 0.054
H 1.87274 -0.66358 5.91892 -0.004 0.007 -0.008
H 2.99177 0.59236 5.37941 -0.020 0.003 -0.028
H 1.97462 -0.27297 4.21084 0.014 -0.017 -0.026
H 0.46315 1.23551 7.93023 0.006 0.012 -0.012
H -0.08484 2.82439 7.38402 0.015 -0.010 0.004
H 1.64516 2.47098 7.48406 -0.017 -0.002 -0.014
H -1.22472 -0.17394 5.72460 0.003 0.017 -0.009
H -1.03653 0.28952 4.03325 -0.028 0.027 0.018
H -1.83620 1.39155 5.17584 0.023 -0.024 -0.014
H 1.76017 3.53024 4.62113 0.043 -0.036 -0.085
H 0.02023 3.52551 4.30867 -0.015 0.001 -0.091
H 0.77163 3.69887 0.22826 -0.066 0.019 0.037
H 0.74613 4.71806 1.65891 0.021 -0.014 0.036
H -1.88067 4.79835 3.43838 -0.011 -0.023 -0.007
H -2.08138 3.03292 3.45486 0.034 0.014 -0.012
H -3.35571 4.05494 2.80318 0.015 0.021 0.000
H -1.60573 6.26478 0.65140 -0.002 -0.026 -0.012
H -3.09434 5.46648 0.12588 0.013 -0.004 0.003
H -1.62163 5.30659 -0.83532 0.007 0.009 0.020
H -2.11131 1.39826 0.90061 0.071 -0.015 -0.032
H -1.76430 2.13193 -0.65383 0.022 -0.055 -0.017
H -3.31640 2.42178 0.15088 -0.001 0.076 0.005